1.
# C40H37F4N3P2Rh

C40H37F4N3P2Rh as an isolated structure (the ωB97M-V functional and the def2-TZVPD basis, the OMol25 dataset).

The molar mass comes out at 800.60 g/mol. The value obtained for the calculated total energy is -2903.1407 hartree. The calculation puts the LUMO energy (spin up / spin down) at -4.42 / -4.42 eV. The calculation puts the gap between HOMO and LUMO (spin up / spin down) at 0.179 / 0.179 Eh.

Geometry as ORCA input:
```
! wB97M-V def2-TZVPD RIJCOSX def2/J DEFGRID3
* xyz 1 1
Rh -0.488 0.418 -0.205
C -3.577 -0.169 0.531
N -2.498 -0.915 -0.116
C -2.289 -2.203 0.540
C -2.795 -1.124 -1.537
C -2.766 0.200 -2.316
N -1.772 1.072 -1.753
C -1.823 2.401 -2.009
C -1.626 3.323 -0.960
F -1.509 2.818 0.297
C -1.617 4.688 -1.154
F -1.439 5.494 -0.099
C -1.814 5.230 -2.414
C -2.034 4.353 -3.465
F -2.241 4.844 -4.688
C -2.049 2.980 -3.277
F -2.237 2.170 -4.334
H -4.544 -0.662 0.373
H -3.630 0.841 0.129
H -3.391 -0.099 1.601
H -3.100 -2.903 0.305
H -2.256 -2.056 1.619
H -1.346 -2.642 0.205
H -3.780 -1.598 -1.667
H -2.040 -1.803 -1.935
H -3.746 0.696 -2.265
H -2.581 -0.019 -3.377
H -1.817 6.296 -2.572
C 2.027 1.889 -2.470
P 0.807 -1.239 -1.350
C 0.301 -2.744 -2.260
C 0.538 -3.971 -1.646
C 0.292 -5.145 -2.331
C -0.191 -5.104 -3.628
C -0.452 -3.885 -4.233
C -0.227 -2.703 -3.549
C 2.564 -1.259 -1.753
C 2.942 -1.572 -3.063
C 4.274 -1.657 -3.407
C 5.250 -1.434 -2.447
C 4.882 -1.092 -1.154
C 3.549 -0.985 -0.803
C 2.191 2.156 -1.161
C 3.340 2.713 -0.475
C 3.023 2.770 0.845
C 1.687 2.273 0.968
C 0.880 2.185 2.206
P -0.133 0.616 2.149
C -1.476 0.953 3.329
C -2.049 2.215 3.466
C -3.080 2.412 4.367
C -3.559 1.355 5.123
C -3.021 0.088 4.962
C -1.995 -0.116 4.060
C 0.974 -0.467 3.116
C 1.185 -0.221 4.472
C 2.103 -0.978 5.175
C 2.831 -1.969 4.530
C 2.614 -2.228 3.186
C 1.679 -1.485 2.485
N 1.201 1.916 -0.205
H 2.817 2.062 -3.180
H 1.096 1.481 -2.833
H 0.922 -4.005 -0.635
H 0.491 -6.093 -1.858
H -0.357 -6.027 -4.160
H -0.813 -3.855 -5.250
H -0.439 -1.749 -4.018
H 2.182 -1.738 -3.813
H 4.551 -1.904 -4.421
H 6.294 -1.519 -2.706
H 5.646 -0.925 -0.412
H 3.272 -0.713 0.207
H 4.249 3.019 -0.949
H 3.614 3.135 1.663
H 1.506 2.206 3.103
H 0.194 3.036 2.242
H -1.695 3.045 2.873
H -3.499 3.399 4.487
H -4.354 1.518 5.833
H -3.387 -0.741 5.548
H -1.575 -1.106 3.935
H 0.636 0.565 4.973
H 2.262 -0.791 6.227
H 3.569 -2.538 5.077
H 3.174 -3.003 2.680
H 1.498 -1.677 1.432
*
```

2.
# C40H38AsMoN4O

C40H38AsMoN4O as an isolated structure (the ωB97M-V functional and the def2-TZVPD basis, the OMol25 dataset).

The molar mass comes out at 761.63 g/mol. The value obtained for the calculated total energy is -4144.3040 hartree. The calculation puts the LUMO energy (spin up / spin down) at -10.96 / -10.29 eV. The calculation puts the gap between HOMO and LUMO (spin up / spin down) at 0.178 / 0.203 Eh.

Geometry as ORCA input:
```
! wB97M-V def2-TZVPD RIJCOSX def2/J DEFGRID3
* xyz 3 3
Mo 0.682 0.019 -0.538
C 1.451 -2.674 1.050
N 0.448 -1.866 0.338
C -0.754 -2.402 0.260
C -1.729 -1.670 -0.394
C -3.084 -1.869 -0.677
C -3.504 -0.741 -1.377
C -2.400 0.095 -1.495
N -1.307 -0.442 -0.900
C 2.661 -1.883 1.419
C 3.475 -2.279 2.471
C 4.604 -1.543 2.791
C 4.929 -0.408 2.062
C 4.128 -0.002 1.009
C 2.996 -0.742 0.703
H 1.746 -3.524 0.426
H 0.997 -3.091 1.952
H -0.970 -3.373 0.696
H -3.668 -2.733 -0.405
H -4.492 -0.543 -1.761
H -2.375 1.059 -1.982
H 3.219 -3.168 3.034
H 5.235 -1.853 3.613
H 5.807 0.169 2.316
H 4.398 0.873 0.451
H 2.405 -0.541 -0.234
C -0.491 6.424 -3.429
C -1.561 5.693 -2.929
C -1.359 4.393 -2.496
C -0.082 3.843 -2.587
C 0.998 4.560 -3.085
C 0.776 5.860 -3.510
As 0.109 2.000 -1.997
C 1.990 1.694 -1.634
C 2.838 2.609 -0.969
C 4.187 2.580 -1.230
C 4.718 1.599 -2.085
C 3.911 0.660 -2.707
C 2.532 0.728 -2.530
C 1.519 0.020 -3.333
C 1.760 -1.082 -4.160
C 0.787 -1.493 -5.055
C -0.416 -0.800 -5.164
C -0.689 0.280 -4.329
C 0.271 0.687 -3.423
H -0.645 7.443 -3.759
H -2.547 6.132 -2.871
H -2.183 3.810 -2.100
H 1.984 4.122 -3.162
H 1.601 6.433 -3.912
H 2.418 3.366 -0.318
H 4.847 3.308 -0.778
H 5.784 1.585 -2.275
H 4.344 -0.064 -3.384
H 2.712 -1.597 -4.128
H 0.978 -2.345 -5.695
H -1.137 -1.102 -5.911
H -1.628 0.810 -4.422
C 2.816 -0.750 6.933
C 2.363 0.710 6.918
N 1.260 0.982 5.983
C -0.104 1.020 6.513
C -0.809 -0.336 6.496
C 1.588 1.052 4.687
O 2.716 0.836 4.251
C 0.554 1.388 3.626
C -0.332 2.455 3.602
C -1.096 2.660 2.453
C -0.899 1.865 1.349
N 0.037 0.886 1.326
C 0.705 0.648 2.462
H 3.597 -0.872 7.682
H 3.225 -1.036 5.965
H 1.991 -1.416 7.186
H 3.206 1.334 6.625
H 2.037 1.006 7.912
H -0.705 1.730 5.954
H -0.041 1.378 7.538
H -0.986 -0.673 5.472
H -1.774 -0.242 6.996
H -0.234 -1.096 7.021
H -0.429 3.145 4.429
H -1.836 3.447 2.412
H -1.510 1.995 0.470
H 1.443 -0.137 2.460
*
```

3.
# C40H38N7O4Pb

C40H38N7O4Pb as an isolated structure (the ωB97M-V functional and the def2-TZVPD basis, the OMol25 dataset).

The molar mass comes out at 887.99 g/mol. The value obtained for the calculated total energy is -2424.2313 hartree. The calculation puts the LUMO energy at 1.93 eV. The calculation puts the gap between HOMO and LUMO at 0.169 Eh.

Geometry as ORCA input:
```
! wB97M-V def2-TZVPD RIJCOSX def2/J DEFGRID3
* xyz -1 1
Pb 0.181 0.782 1.529
O 3.323 -1.986 3.792
C 3.882 -1.115 4.647
C 4.809 -1.624 5.559
C 5.444 -0.786 6.453
C 5.165 0.578 6.466
C 4.227 1.079 5.583
C 3.572 0.255 4.669
C 2.537 0.807 3.751
O 2.197 0.104 2.753
N 2.041 1.994 4.097
N 1.065 2.381 3.245
C 0.456 3.477 3.500
C -0.649 3.935 2.652
C -1.268 5.160 2.904
C -2.299 5.571 2.082
C -2.692 4.756 1.029
C -2.032 3.550 0.857
N -1.047 3.146 1.649
H 2.730 -1.474 3.195
H 5.015 -2.686 5.536
H 6.167 -1.198 7.147
H 5.670 1.237 7.160
H 3.973 2.130 5.580
H 0.747 4.074 4.362
H -0.925 5.773 3.727
H -2.790 6.520 2.254
H -3.480 5.048 0.350
H -2.292 2.883 0.043
C 0.338 -4.081 0.626
N -0.960 -3.787 1.194
C -2.101 -4.393 0.544
C -3.264 -4.480 1.509
C -3.546 -3.103 2.071
N -2.336 -2.507 2.594
C -2.508 -1.404 3.512
C -1.065 -2.820 2.159
O -0.082 -2.245 2.604
H 0.600 -5.129 0.796
H 1.082 -3.444 1.094
H 0.332 -3.890 -0.449
H -1.808 -5.391 0.210
H -2.384 -3.824 -0.354
H -3.003 -5.158 2.325
H -4.150 -4.871 1.008
H -4.274 -3.165 2.885
H -3.988 -2.461 1.295
H -2.993 -1.742 4.434
H -3.128 -0.623 3.062
H -1.534 -0.988 3.750
N -2.987 -0.432 -5.123
C -2.122 -1.423 -4.758
O -1.761 -2.309 -5.509
C -1.665 -1.349 -3.330
C -0.333 -1.587 -3.047
C 0.110 -1.390 -1.748
N -0.696 -1.049 -0.747
C -1.989 -0.886 -1.019
C -2.520 -0.999 -2.291
H -3.148 -0.367 -6.116
H -2.916 0.452 -4.634
H 0.359 -1.849 -3.835
H 1.165 -1.472 -1.510
H -2.621 -0.608 -0.179
H -3.571 -0.816 -2.468
C 1.140 1.645 -0.250
C 1.076 1.514 -1.474
C 0.978 1.394 -2.871
C 2.022 0.643 -3.552
C 3.282 0.470 -2.940
C 4.282 -0.283 -3.526
C 4.085 -0.910 -4.752
C 2.845 -0.780 -5.362
C 1.836 -0.030 -4.777
C -0.180 1.974 -3.500
C -0.296 2.243 -4.888
C -1.424 2.826 -5.434
C -2.512 3.192 -4.645
C -2.416 2.965 -3.273
C -1.293 2.381 -2.720
H 3.453 0.943 -1.982
H 5.234 -0.383 -3.016
H 4.873 -1.494 -5.212
H 2.649 -1.283 -6.303
H 0.868 0.000 -5.259
H 0.543 2.033 -5.536
H -1.446 3.023 -6.501
H -3.391 3.652 -5.079
H -3.233 3.261 -2.621
H -1.235 2.225 -1.650
*
```